Formula: C44H77N11
Source: the Open Molecules 2025 dataset
Level of theory: wB97M-V/def2-TZVPD

- Energy: -2324.93495 Eh
- Energy above the lowest of the compared OMol25 structures with the same formula, charge and spin: 54.7 kcal per mole
- Total charge: 0
- Kohn-Sham gap: 11.25 eV
- LUMO: 0.01 eV
- SMILES: CCCC#N.CCCC#N.CCCC#N.CCCC#N.CCCC#N.CCCC#N.CCCC#N.CCCC#N.CCCC#N.CCCC#N.CCCC#N

Last column: Mulliken charge in e.
Geometry (Å):
N (3.90337, -5.92350, -1.81881)  -0.428
N (-6.23508, 2.14647, 0.11240)  -0.622
N (0.11137, 2.06107, 6.11520)  -0.538
N (-5.13194, -5.31434, -2.46082)  -0.521
N (-2.65370, 0.38418, 3.12078)  -0.387
N (3.49363, 1.23006, -7.92989)  -0.477
N (-0.94587, -3.83597, 0.94220)  -0.534
N (-5.63344, -1.29885, -2.38963)  -0.556
N (2.74835, 0.45153, 0.05453)  -0.423
N (0.62754, 7.93437, -1.60671)  -0.453
N (2.30190, -1.22316, 4.17813)  -0.474
C (1.10565, 0.61872, -4.90813)  -0.926
C (-4.71630, -1.10560, 3.53551)  0.050
C (0.19868, 1.89369, 4.98780)  0.002
C (-3.77596, 1.23278, -0.31436)  1.529
C (1.31331, 7.19794, -1.04770)  0.132
C (-4.24531, -4.91524, -0.02802)  -0.659
C (-3.37786, -1.78046, -3.71364)  -0.213
C (3.64215, -3.41761, 4.78191)  -0.447
C (-3.55674, -0.27840, 3.31286)  0.398
C (-5.16633, 1.76850, -0.10637)  0.009
C (-6.17406, 0.79811, 4.48396)  -1.129
C (5.43340, -2.64517, -2.20946)  -1.637
C (-2.72752, 2.33192, -0.61114)  0.793
C (-4.72910, -5.13876, -1.37726)  0.265
C (1.45052, 2.63633, 2.86473)  0.561
C (-4.22134, -3.45937, 0.47939)  0.786
C (1.14386, 2.07182, -6.93991)  -0.458
C (-5.71181, -0.64301, 4.62821)  -0.931
C (-3.89431, -0.13524, -5.61431)  -1.539
C (2.90716, -2.18457, 4.45297)  0.341
C (3.60012, 0.04768, 0.71059)  -0.044
C (0.32659, -1.59945, 0.84191)  0.782
C (1.40695, 4.15426, 3.24476)  -1.368
C (3.91358, -2.40363, -2.34973)  0.859
C (2.16082, 6.24961, -0.31171)  -0.450
C (5.81137, 0.31528, 1.81518)  -0.773
C (3.12655, -3.62901, -2.85677)  -0.251
C (1.82569, 4.79827, -0.59003)  -0.233
C (2.45757, 1.62222, -7.47293)  0.209
C (-5.59686, -2.81039, 0.48859)  -1.452
C (0.39519, 1.71852, 3.49138)  0.806
C (5.96213, -2.20251, 5.09960)  -0.813
C (0.36237, 4.44738, -0.33856)  -0.655
C (-0.38376, -0.50028, 0.09865)  1.263
C (5.12460, -3.33912, 4.45639)  -0.440
C (-0.60127, -0.88857, -1.37049)  -0.464
C (4.62825, -0.54307, 1.55382)  1.156
C (-4.62671, -1.54466, -2.95696)  0.097
C (-3.03955, 3.16136, -1.84924)  -1.576
C (-0.39165, -2.85341, 0.88217)  -0.123
C (5.45590, 1.46594, 2.75165)  -1.018
C (-2.85544, -0.61337, -4.58648)  0.360
C (3.56402, -4.92206, -2.27681)  0.162
C (0.97510, 2.01721, -5.41798)  -0.268
H (-2.54758, -2.09934, -3.08351)  -0.107
H (0.87802, 0.61195, -3.84219)  0.020
H (5.29447, -3.26858, 3.38202)  0.202
H (0.46870, 1.28952, -7.28672)  0.211
H (-2.52543, 0.19447, -3.93333)  -0.110
H (-5.26063, -0.84558, 5.59955)  0.372
H (5.67706, -4.24141, 4.71863)  0.377
H (-6.48879, 1.10308, 3.48594)  0.300
H (-4.41300, -2.10913, 3.83389)  0.381
H (7.00821, -2.27110, 4.80108)  0.339
H (1.59522, 4.34340, 4.30159)  0.478
H (-4.21535, -0.89778, -6.32394)  0.381
H (-5.41574, 1.48817, 4.85392)  0.320
H (-6.09752, -3.22155, 1.36516)  0.491
H (0.60862, 0.69229, 3.19237)  -0.387
H (-1.30441, -0.21011, 0.60493)  -0.317
H (2.09504, 4.74877, 2.64377)  0.272
H (1.26259, -1.85331, 0.34436)  -0.315
H (3.19820, -3.67053, -3.94362)  0.334
H (4.89606, -1.44179, 0.99823)  0.398
H (6.13727, 0.72319, 0.85836)  0.446
H (-5.61445, -1.72889, 0.62333)  0.119
H (5.79241, -2.12097, 6.17321)  0.362
H (6.63621, -0.29035, 2.19061)  0.406
H (0.59135, -1.32913, 1.86412)  -0.043
H (-3.86662, 3.83561, -1.62691)  0.439
H (3.10597, -4.20623, 4.25400)  0.298
H (-7.04313, 0.87118, 5.13777)  0.368
H (5.91148, -3.02100, -3.11406)  0.424
H (-3.54990, -2.90662, -0.17769)  -0.505
H (-6.56322, -1.32349, 4.64000)  0.429
H (-1.13908, -0.09775, -1.89342)  0.137
H (-4.77038, -5.53924, 0.69519)  0.390
H (5.98818, -1.72429, -2.02972)  0.389
H (3.59049, -3.60050, 5.85521)  0.305
H (2.21183, 4.47610, -1.55709)  0.368
H (0.18589, 0.42843, 0.06584)  -0.411
H (-3.71208, -3.43974, 1.44290)  0.417
H (2.46972, 2.27851, 3.01067)  -0.209
H (-2.14552, 3.69350, -2.17427)  0.355
H (2.08550, 0.14160, -4.88969)  0.481
H (-5.34142, -1.18445, 2.64607)  -0.208
H (-0.03090, 4.59580, 0.66713)  0.123
H (3.22169, 6.40225, -0.51011)  0.425
H (-0.42362, 4.96292, -0.89041)  0.662
H (-6.19734, -3.04957, -0.38909)  0.457
H (-1.69803, 1.99067, -0.71982)  -0.655
H (3.47955, -2.04007, -1.41831)  -0.532
H (2.45877, 4.15254, 0.01853)  0.042
H (-3.38486, 2.53456, -2.67142)  0.311
H (-4.75238, 0.25982, -5.07047)  0.393
H (-2.70821, 2.96672, 0.27472)  0.363
H (-3.44605, 0.70135, -6.15029)  0.398
H (4.63125, 2.10917, 2.44456)  0.194
H (-3.19953, -5.21989, -0.06828)  0.289
H (1.64507, 2.63595, -4.82098)  0.320
H (2.05722, -3.49268, -2.69535)  0.210
H (5.60494, -1.26491, 4.67366)  -0.008
H (5.68312, -3.42288, -1.48773)  0.409
H (6.34348, 2.00064, 3.08986)  0.383
H (0.83499, 3.04041, -7.33302)  0.394
H (0.36762, -1.12091, -1.81250)  0.020
H (0.38491, -0.07195, -5.34587)  0.248
H (-3.58957, 0.61037, 0.56083)  -0.480
H (-3.59958, -2.61656, -4.37687)  0.638
H (0.29743, 3.36651, -0.46348)  -0.101
H (-3.75009, 0.48784, -1.10966)  -0.480
H (1.40347, 2.48321, 1.78657)  -0.101
H (0.41017, 4.48440, 2.95229)  0.303
H (4.12433, -0.82640, 2.47788)  -0.962
H (-0.54033, 1.97513, 2.99433)  0.119
H (3.83184, -1.59197, -3.07267)  0.069
H (-0.04719, 2.32390, -5.19670)  0.238
H (2.01187, 6.49883, 0.73891)  0.141
H (-1.94544, -1.00262, -5.04305)  0.204
H (4.98663, 1.03537, 3.63624)  0.262
H (-1.22570, -1.78123, -1.40710)  0.023

Force components x, y, z for each atom (eV/Å):
N -0.13 0.54 -0.20
N 0.79 -0.20 -0.15
N -0.14 0.10 0.59
N 0.97 0.39 2.22
N 1.30 0.88 -0.34
N -4.70 1.76 2.14
N -1.25 -2.21 0.02
N 3.23 -0.79 -1.78
N 0.06 0.13 -0.12
N 0.24 -0.30 0.20
N 1.31 -1.96 0.42
C -0.16 -1.18 1.44
C -1.55 -0.74 0.65
C 0.63 -0.50 -2.29
C -0.27 -0.06 -0.25
C 0.08 0.14 -0.37
C 0.88 0.29 0.66
C -0.02 -0.12 -0.44
C 0.15 0.38 0.37
C -1.12 -0.57 0.23
C 0.39 -0.24 -0.25
C -0.24 -0.18 0.79
C 0.03 -0.34 -0.21
C -0.27 0.22 0.61
C -1.46 -0.09 -2.36
C 1.32 0.66 0.18
C 0.06 0.41 -1.18
C 0.31 -0.48 0.14
C 0.64 0.00 -0.04
C 0.74 0.51 0.62
C -1.09 1.86 -0.29
C -0.33 0.39 0.03
C 0.87 0.03 0.26
C -0.69 -1.14 -0.77
C 0.94 -0.13 -0.14
C 0.20 0.24 0.15
C 0.42 1.36 -0.44
C 0.10 0.09 -0.17
C -0.22 -0.25 0.35
C 4.22 -1.15 -1.66
C -0.26 -0.41 0.81
C -0.28 0.88 0.47
C -1.41 0.34 -0.67
C -0.34 -0.81 0.21
C -0.38 0.77 -0.85
C 1.78 0.14 -0.54
C -0.51 -0.18 0.85
C -0.85 -1.06 -0.38
C -2.41 1.11 1.58
C -0.47 -0.17 0.19
C 0.59 1.74 0.14
C -0.17 -0.68 0.96
C -0.71 -0.57 0.20
C -0.16 0.15 -0.01
C 0.32 -0.13 0.00
H -0.38 -0.10 0.37
H -0.30 0.11 0.21
H -0.27 0.07 -0.21
H -0.34 0.24 -0.40
H -0.17 0.23 -0.03
H 0.15 0.48 0.16
H -0.67 -0.46 0.19
H 0.13 -0.25 -0.11
H 0.29 -0.08 -0.36
H -0.03 -0.26 0.39
H -0.13 -0.12 -0.06
H 0.09 -0.06 0.14
H -0.01 0.07 -0.15
H -0.47 -0.03 0.02
H -0.01 -0.07 0.59
H -0.24 -0.33 -0.03
H 0.22 -0.19 0.03
H 0.25 0.26 -0.08
H 0.32 -0.31 -0.04
H 0.20 -0.31 0.21
H 0.27 0.00 -0.08
H 0.30 0.00 -0.25
H 0.40 -0.20 0.05
H -0.09 0.05 0.22
H -0.05 0.08 0.08
H 0.15 0.27 -0.18
H 0.30 -0.25 0.06
H -0.06 0.45 -0.01
H -0.44 -0.05 -0.44
H 0.07 0.11 -0.18
H -0.04 -0.06 -0.51
H 0.26 0.03 -0.23
H -0.08 -0.20 -0.22
H -0.21 0.05 0.48
H -0.51 0.03 0.06
H -0.64 0.39 -0.53
H 0.47 -0.21 0.42
H -0.24 -0.12 0.12
H 0.05 -0.25 0.73
H -0.21 0.22 0.01
H 0.24 0.30 -0.74
H 0.54 0.01 -0.35
H 0.79 0.22 0.50
H -0.07 0.39 -0.19
H 0.49 -0.02 -0.81
H 0.18 0.04 -0.04
H -0.19 -0.78 0.19
H 0.11 -0.05 0.10
H -0.09 0.18 0.67
H 0.11 -0.15 -0.11
H -0.17 -0.10 -0.15
H 0.09 0.27 -0.01
H -0.18 -0.01 -0.28
H 0.47 0.30 -0.76
H 0.09 -0.32 0.32
H 0.08 0.38 -0.45
H -0.03 -0.13 0.33
H 0.00 0.30 0.09
H -0.10 0.26 0.40
H -0.23 0.29 -0.22
H 0.26 -0.12 -0.24
H -0.06 0.18 -0.30
H 0.05 -0.02 -0.29
H 0.41 0.41 0.34
H 0.01 -0.17 -0.01
H -0.42 -0.08 -0.36
H -0.54 0.15 -0.36
H -0.56 0.34 -0.22
H -0.13 0.38 0.41
H 0.04 -0.18 0.07
H -0.28 -0.10 0.34
H -0.46 -0.03 -0.05
H 0.00 0.29 -0.09
H -0.02 -0.18 0.17
H -0.03 0.04 -0.26
H 0.29 -0.23 0.45
H 0.02 -0.16 -0.15